1.
C5H12O as an isolated structure. Source: the OMol25 dataset; level of theory: ωB97M-V/def2-TZVPD.

Structure (XYZ):
```
18
Properties=species:S:1:pos:R:3:mulliken_charge:R:1
C 1.273 1.068 -1.080 -1.33
C 0.191 0.718 -0.098 0.87
C -1.048 1.595 -0.218 -1.37
C 0.519 -1.392 0.087 -0.37
C -0.103 -1.877 1.367 -1.12
O -0.609 -0.764 -0.753 -0.42
H 2.219 0.602 -0.803 0.36
H 0.991 0.725 -2.080 0.29
H 1.381 2.161 -1.123 0.39
H 0.520 0.682 0.937 0.26
H -1.849 1.260 0.449 0.34
H -0.771 2.612 0.088 0.43
H -1.424 1.630 -1.245 0.31
H 0.861 -2.250 -0.510 0.14
H 0.609 -2.514 1.904 0.33
H -1.025 -2.482 1.215 0.30
H -0.378 -1.056 2.052 0.26
H -1.486 -1.052 -0.422 0.33
```

Its orbital gap is 7.46 eV. Its highest occupied orbital energy is -6.5457 eV. The total energy comes out at -7421.86301 eV. For the LUMO energy, the calculation gives 0.0335 Ha. The calculation puts the maximum force at 0.009 hartree/bohr.

=====

2.
A 2-piece molecular cluster, C5H12O overall at a distorted geometry. Source: the OMol25 dataset; level of theory: ωB97M-V/def2-TZVPD.

Structure (XYZ):
```
18
Properties=species:S:1:pos:R:3:mulliken_charge:R:1
C 1.536 0.353 -1.312 -1.30
C 1.105 0.397 0.131 -0.26
C 0.063 -0.284 0.621 0.64
C -0.274 -0.265 2.073 -1.32
C -0.689 -1.303 -0.197 -1.03
H 0.725 0.375 -2.030 0.38
H 2.354 1.043 -1.470 0.32
H 2.059 -0.610 -1.502 0.31
H 1.673 1.080 0.758 0.32
H -0.016 -1.153 2.639 0.32
H -1.345 0.001 2.161 0.30
H 0.135 0.615 2.571 0.34
H -0.519 -1.293 -1.275 0.28
H -1.728 -1.009 -0.152 0.35
H -0.450 -2.284 0.189 0.36
O -1.831 1.479 -1.369 -0.65
H -1.934 1.337 -0.413 0.32
H -0.863 1.518 -1.423 0.33
```

Its orbital gap is 10.01 eV. Its highest occupied orbital energy is -9.1387 eV. The total energy comes out at -7426.33119 eV. As for the SMILES: CC=C(C)C.O. For the LUMO energy, the calculation gives 0.0319 Ha. The calculation puts the maximum force at 0.039 hartree/bohr.

=====

3.
C5H12O in the gas phase at a distorted geometry. Source: the OMol25 dataset; level of theory: ωB97M-V/def2-TZVPD.

Structure (XYZ):
```
18
Properties=species:S:1:pos:R:3:mulliken_charge:R:1
C -1.757 -1.066 0.380 -1.19
C -0.811 0.059 0.804 -0.57
C 0.115 0.597 -0.300 0.61
C 0.974 1.752 0.212 -1.56
C 0.983 -0.466 -0.906 -0.82
O 1.665 -1.276 0.050 -0.51
H -1.213 -1.993 0.166 0.28
H -2.332 -0.795 -0.514 0.29
H -2.473 -1.293 1.178 0.37
H -1.404 0.905 1.178 0.36
H -0.191 -0.285 1.642 0.27
H -0.491 0.938 -1.149 0.23
H 1.635 1.417 1.021 0.35
H 1.601 2.168 -0.587 0.40
H 0.339 2.556 0.597 0.39
H 1.695 -0.086 -1.652 0.39
H 0.313 -1.210 -1.512 0.33
H 1.334 -1.926 -0.611 0.39
```

Its orbital gap is 11.18 eV. Its highest occupied orbital energy is -10.2539 eV. The total energy comes out at -7425.98453 eV. As for the SMILES: CC[C@@H](C)CO. For the LUMO energy, the calculation gives 0.0340 Ha. The calculation puts the maximum force at 0.067 hartree/bohr.

=====

4.
A 2-piece molecular cluster, C5H12O overall. Source: the OMol25 dataset; level of theory: ωB97M-V/def2-TZVPD.

Structure (XYZ):
```
18
Properties=species:S:1:pos:R:3:mulliken_charge:R:1
C -3.056 0.333 -1.624 -0.80
C -3.125 -0.558 -2.601 0.21
C -2.570 -0.306 -3.968 -0.98
H -3.440 0.210 -0.615 0.26
H -2.465 1.228 -1.733 0.21
H -3.720 -1.463 -2.470 0.28
H -3.292 -0.411 -4.772 0.27
H -2.194 0.710 -4.059 0.30
H -1.758 -0.977 -4.227 0.26
C 3.882 -0.108 2.615 -0.86
C 2.473 0.230 3.104 -0.22
O 1.580 0.537 2.041 -0.54
H 3.909 0.059 1.541 0.29
H 4.643 0.487 3.126 0.25
H 4.139 -1.143 2.870 0.27
H 2.394 1.080 3.771 0.28
H 2.071 -0.599 3.701 0.23
H 1.465 -0.251 1.487 0.29
```

Its orbital gap is 10.62 eV. Its highest occupied orbital energy is -9.6655 eV. The total energy comes out at -7425.77238 eV. As for the SMILES: C=CC.CCO. For the LUMO energy, the calculation gives 0.0352 Ha. The calculation puts the maximum force at 0.015 hartree/bohr.

=====

5.
C5H12O in the gas phase at a distorted geometry. Source: the OMol25 dataset; level of theory: ωB97M-V/def2-TZVPD.

Structure (XYZ):
```
18
Properties=species:S:1:pos:R:3:mulliken_charge:R:1
C 0.239 1.840 -2.074 -1.14
C 0.415 0.436 -1.427 -0.42
C -0.275 0.322 -0.075 -0.59
C 0.474 -0.682 0.837 -0.68
C -0.305 -1.193 2.056 -0.49
O -0.891 -2.455 1.708 -0.52
H 0.134 1.807 -3.150 0.33
H 1.122 2.441 -1.827 0.29
H -0.531 2.385 -1.524 0.31
H 1.473 0.361 -1.200 0.29
H 0.156 -0.302 -2.182 0.38
H -1.288 -0.078 -0.152 0.28
H -0.285 1.287 0.436 0.35
H 1.458 -0.305 1.093 0.40
H 0.585 -1.569 0.220 0.30
H -1.106 -0.500 2.325 0.35
H 0.408 -1.322 2.869 0.25
H -1.782 -2.471 2.065 0.30
```

Its orbital gap is 11.21 eV. Its highest occupied orbital energy is -10.1715 eV. The total energy comes out at -7426.47187 eV. As for the SMILES: CCCCCO. For the LUMO energy, the calculation gives 0.0381 Ha. The calculation puts the maximum force at 0.029 hartree/bohr.

=====

6.
C5H12O in the gas phase at a distorted geometry. Source: the OMol25 dataset; level of theory: ωB97M-V/def2-TZVPD.

Structure (XYZ):
```
18
Properties=species:S:1:pos:R:3:mulliken_charge:R:1
C 2.667 -0.205 0.430 -1.17
C 1.425 0.511 -0.134 -0.25
O 0.293 -0.339 -0.326 -0.47
C -1.115 0.284 -0.262 0.53
C -1.951 -0.445 -1.305 -1.45
C -1.454 -0.010 1.188 -0.97
H 2.964 -1.060 -0.185 0.29
H 2.527 -0.558 1.458 0.31
H 3.520 0.494 0.444 0.36
H 1.190 1.352 0.538 0.29
H 1.688 0.921 -1.115 0.32
H -1.030 1.354 -0.483 0.34
H -2.972 -0.048 -1.419 0.37
H -2.041 -1.502 -1.033 0.34
H -1.449 -0.372 -2.270 0.34
H -1.544 0.852 1.857 0.25
H -0.457 -0.495 1.249 0.27
H -2.260 -0.734 1.366 0.31
```

Its orbital gap is 10.65 eV. Its highest occupied orbital energy is -9.4618 eV. The total energy comes out at -7425.79142 eV. As for the SMILES: CCOC(C)C. For the LUMO energy, the calculation gives 0.0437 Ha. The calculation puts the maximum force at 0.045 hartree/bohr.